1.
A cluster of 6 separate species, C29H69NO11 in total in a non-equilibrium geometry, computed with ωB97M-V/def2-TZVPD.

Calculated values
- Strongest force on any atom: 3.57 eV/A
- Molar mass: 607.9 u
- Energy above the lowest of the compared OMol25 structures with the same formula, charge and spin: 0.000 eV
- SMILES: CC1(C)CCCC(C)(C)N1O.COCCOC.COCCOC.COCCOC.COCCOC.COCCOC

Each line ends with the Mulliken charge.
Cartesian coordinates (Å):
C1 5.042008 0.504723 -4.358188  -2.048
C2 3.578263 0.646843 -4.735111  1.842
C3 3.214064 -0.735701 -5.422963  -1.804
C4 2.773687 0.731343 -3.378864  -1.145
C5 1.314976 1.139921 -3.512512  -0.106
C6 1.209526 2.458765 -4.432130  -1.574
C7 1.999140 2.376523 -5.769231  1.575
C8 1.133568 1.491130 -6.798320  -1.716
C9 1.883324 3.765817 -6.394392  -1.956
N1 3.365459 1.879784 -5.569260  0.188
O1 4.011460 1.798397 -6.766160  -0.477
H1 5.146550 -0.151491 -3.494155  0.400
H2 5.633095 0.054924 -5.155930  0.433
H3 5.562490 1.439466 -4.149753  0.459
H4 3.727806 -1.603834 -5.010039  0.406
H5 2.126859 -0.813586 -5.419032  0.327
H6 3.599631 -0.777359 -6.441650  0.438
H7 2.786225 -0.270730 -2.950134  0.463
H8 3.365803 1.423399 -2.780070  0.306
H9 0.674965 0.303737 -3.794077  0.358
H10 0.874831 1.476064 -2.573693  -0.022
H11 1.528779 3.320151 -3.845454  0.320
H12 0.161468 2.579729 -4.706076  0.499
H13 0.248028 1.959033 -7.228419  0.454
H14 0.793047 0.504976 -6.482658  0.301
H15 1.687712 1.364024 -7.728314  0.438
H16 1.934968 3.794675 -7.482786  0.350
H17 2.619565 4.363974 -5.857501  0.544
H18 0.995233 4.333692 -6.117065  0.400
H19 4.581445 2.556482 -6.617800  0.372
C10 -1.649083 -0.914617 2.729680  -0.466
O2 -0.973073 0.127418 2.063972  0.010
C11 -0.193018 -0.275776 0.942248  0.295
C12 0.714974 0.881847 0.409959  -0.657
O3 1.731905 1.166056 1.369577  -0.184
C13 2.976227 0.571543 1.154350  -0.755
H20 -2.111657 -1.545752 1.970868  0.016
H21 -2.487323 -0.625149 3.363465  0.357
H22 -1.009378 -1.609771 3.273402  0.126
H23 -0.880038 -0.641219 0.179001  0.074
H24 0.449812 -1.108388 1.227969  -0.067
H25 0.115064 1.752182 0.144006  0.495
H26 1.121126 0.540334 -0.542151  -0.071
H27 2.996319 -0.510045 1.020680  0.277
H28 3.439407 0.798430 2.114606  0.215
H29 3.622530 1.082839 0.440933  0.288
C14 -0.071374 -3.807689 -1.490437  -0.807
O4 -1.017472 -3.599625 -0.499507  0.074
C15 -1.612341 -4.838505 0.027023  -0.953
C16 -2.572248 -4.626919 1.145667  0.157
O5 -2.044256 -4.047915 2.336481  -0.235
C17 -2.933854 -4.058711 3.388299  -0.855
H30 0.025588 -2.861266 -2.022399  0.115
H31 -0.361022 -4.652903 -2.114782  0.374
H32 0.894735 -4.175286 -1.144599  0.277
H33 -0.766588 -5.394469 0.431620  0.351
H34 -2.111740 -5.370509 -0.782708  0.413
H35 -3.056703 -5.574641 1.380673  0.503
H36 -3.366062 -3.950687 0.828376  -0.213
H37 -2.533131 -3.545353 4.262366  0.295
H38 -3.184452 -5.069760 3.709355  0.411
H39 -3.863531 -3.549838 3.133624  0.193
C18 -3.306808 -1.774631 -1.844331  -0.155
O6 -4.334478 -0.949866 -2.291433  -0.426
C19 -5.673212 -1.340311 -1.830176  -0.452
C20 -5.914961 -0.862729 -0.371089  -0.571
O7 -5.452763 -1.646617 0.732603  -0.238
C21 -6.003743 -2.943845 0.864421  -0.643
H40 -3.337335 -2.828312 -2.121681  0.273
H41 -3.136081 -1.674173 -0.772481  -0.068
H42 -2.370533 -1.381670 -2.240646  0.147
H43 -5.827316 -2.412007 -1.956014  0.299
H44 -6.388197 -0.844693 -2.486885  0.352
H45 -6.996570 -0.921898 -0.249807  0.409
H46 -5.616338 0.180796 -0.271246  0.300
H47 -7.090857 -2.956464 0.942781  0.365
H48 -5.595689 -3.285872 1.815536  0.057
H49 -5.757038 -3.551705 -0.006071  0.311
C22 2.705739 -2.724906 3.243274  -0.677
O8 2.870547 -1.411125 3.666513  -0.402
C23 1.780534 -0.788521 4.285944  0.485
C24 2.192999 0.557580 4.956107  -0.394
O9 3.050889 0.436171 6.117901  -0.458
C25 2.409620 -0.019712 7.279139  -0.646
H50 3.540873 -2.983501 2.592278  0.287
H51 1.792149 -2.723671 2.648765  0.120
H52 2.517026 -3.433733 4.049533  0.337
H53 1.418545 -1.483933 5.043207  0.583
H54 1.039946 -0.620652 3.503998  -0.425
H55 1.319212 1.177145 5.157966  0.346
H56 2.841681 1.152382 4.313051  -0.031
H57 1.990270 -1.007368 7.087371  0.262
H58 1.567570 0.607307 7.572224  0.282
H59 3.085916 0.032945 8.132346  0.273
C26 0.071314 6.626172 3.663065  -0.621
O10 0.924289 5.538592 3.953664  -0.440
C27 0.830937 4.377850 3.138224  -0.545
C28 -0.325264 3.489953 3.474597  0.394
O11 -1.641061 3.916414 3.019222  -0.419
C29 -2.663270 2.900112 3.033859  -0.401
H60 0.286359 7.428398 4.368948  0.257
H61 -0.982548 6.349436 3.693130  0.256
H62 0.350915 7.060735 2.703344  0.258
H63 1.758764 3.812685 3.226600  0.194
H64 0.756984 4.794831 2.133855  0.375
H65 -0.468392 3.318637 4.541498  0.322
H66 -0.144208 2.526927 2.997225  -0.192
H67 -2.939518 2.560781 4.032173  0.310
H68 -2.399708 2.044562 2.412037  -0.052
H69 -3.600510 3.200775 2.565576  0.328

Cartesian forces (eV/Å) of the 2 atoms listed first:
C 0.86 0.25 -0.31
C -0.62 -1.26 0.07

2.
A cluster of 4 separate species, C29H71BN6O10 in total in a non-equilibrium geometry, computed with ωB97M-V/def2-TZVPD.

Calculated values
- Strongest force on any atom: 1.06 eV/A
- Molar mass: 674.7 u
- Charge: -2

Each line ends with the Mulliken charge.
Cartesian coordinates (Å):
C1 -1.212902 7.325184 -0.529466  -1.555
C2 -1.983100 6.110840 -1.049522  1.480
C3 -2.873254 5.410355 0.011788  -0.842
N1 -4.188759 4.972868 -0.385062  -0.540
B1 -4.294523 3.753161 -1.399720  0.759
C4 -5.006215 4.319138 -2.774601  -1.708
N2 -5.378139 3.298359 -3.770370  -0.060
C5 -5.939641 3.865895 -4.987324  -1.001
O1 -2.936775 3.150558 -1.603631  -0.164
C6 -2.293581 3.227222 -2.820708  -0.461
C7 -0.963724 2.520378 -2.626309  0.299
N3 0.027650 2.720826 -3.703227  -0.238
C8 1.313315 3.215350 -3.243143  -0.999
C9 1.404047 4.731440 -3.337461  1.654
C10 2.789606 5.240781 -2.930425  -1.460
O2 1.139759 5.157523 -4.677301  -0.632
C11 -5.342576 2.549960 -0.836766  0.226
O3 -6.320052 2.886984 -0.106541  -0.788
O4 -5.146184 1.376876 -1.249253  -0.589
H1 -1.827902 7.912405 0.154642  0.520
H2 -0.298095 7.018596 -0.016714  0.289
H3 -0.899886 7.976424 -1.351094  0.355
H4 -1.272527 5.381180 -1.439178  -0.938
H5 -2.629167 6.393068 -1.883876  -0.007
H6 -2.326245 4.555954 0.414538  0.111
H7 -2.973055 6.131952 0.844134  0.494
H8 -4.671070 5.782192 -0.765452  0.117
H9 -5.919120 4.823984 -2.404457  0.527
H10 -4.439805 5.098393 -3.310986  0.304
H11 -6.097891 2.728289 -3.342575  0.204
H12 -6.668574 3.174796 -5.420955  0.349
H13 -6.478451 4.811064 -4.800777  0.334
H14 -5.157007 4.048981 -5.728511  0.202
H15 -2.102182 4.249082 -3.195733  -0.054
H16 -2.863665 2.711582 -3.607871  0.358
H17 -1.176055 1.469964 -2.447091  -0.593
H18 -0.558099 2.903896 -1.681916  0.166
H19 0.196563 1.834190 -4.154203  0.374
H20 1.518282 2.924489 -2.203201  0.290
H21 2.122643 2.802730 -3.856183  0.537
H22 0.646861 5.159892 -2.678187  -0.644
H23 2.717202 6.008984 -2.160017  0.333
H24 3.425085 4.441541 -2.548458  0.339
H25 3.256587 5.702056 -3.798760  0.328
H26 0.236807 5.485856 -4.709582  0.342
C12 0.989439 -2.729726 3.365456  -0.732
O5 0.369733 -3.570210 2.417113  -0.378
C13 -1.052213 -3.595639 2.515230  -0.695
C14 -1.705962 -2.905294 1.340954  0.139
N4 -1.467689 -1.475105 1.387592  -0.164
C15 -1.939776 -0.730590 0.213698  -0.877
C16 -1.252260 -1.026477 -1.108098  -0.268
O6 0.112029 -0.625751 -1.158745  -0.371
C17 1.044742 -1.567352 -0.695890  -0.355
H27 2.066305 -2.862821 3.271886  0.283
H28 0.750103 -1.674986 3.195596  0.312
H29 0.692058 -2.994408 4.386643  0.354
H30 -1.373206 -3.118243 3.446669  0.296
H31 -1.360881 -4.645813 2.545448  0.416
H32 -2.785187 -3.080084 1.389710  0.371
H33 -1.334571 -3.381777 0.418959  -0.152
H34 -0.475404 -1.312553 1.499191  0.089
H35 -1.822796 0.334031 0.418682  0.297
H36 -3.013305 -0.896537 0.096206  0.462
H37 -1.774015 -0.437803 -1.863381  0.472
H38 -1.340027 -2.079516 -1.411879  0.009
H39 0.700335 -2.593795 -0.860107  -0.059
H40 1.276921 -1.433790 0.368102  0.232
H41 1.971380 -1.420423 -1.255579  0.307
C18 0.076314 -0.402217 6.253948  -0.781
O7 1.478509 -0.600643 6.209690  -0.197
C19 2.245441 0.522927 6.614810  -0.921
C20 3.028245 0.198544 7.866605  -0.201
N5 2.141194 0.025053 9.007929  -0.324
C21 2.788430 -0.487460 10.207064  -0.700
C22 3.366970 -1.896546 10.155436  -0.480
O8 2.394250 -2.913114 10.019246  -0.429
C23 2.023735 -3.235112 8.690357  -0.573
H42 -0.384816 -1.290986 5.828266  0.140
H43 -0.289839 -0.269298 7.278488  0.379
H44 -0.221798 0.462247 5.655426  0.374
H45 1.601265 1.391710 6.774727  0.420
H46 2.945836 0.763943 5.809957  0.391
H47 3.722378 1.017447 8.079596  0.377
H48 3.626526 -0.699315 7.652703  0.180
H49 1.391595 -0.601791 8.743596  0.110
H50 2.054725 -0.462103 11.016851  0.372
H51 3.592596 0.202522 10.485081  0.397
H52 3.866628 -2.083710 11.110322  0.338
H53 4.128101 -1.998305 9.371932  0.344
H54 2.855745 -3.090171 7.996149  0.279
H55 1.171959 -2.645250 8.341845  0.183
H56 1.734704 -4.285872 8.676956  0.314
C24 4.471627 -5.240309 -6.578401  -0.732
O9 3.218252 -5.888207 -6.590390  -0.349
C25 3.109670 -6.982288 -5.690166  -0.786
C26 2.113424 -6.687373 -4.592429  -0.189
N6 2.612894 -5.655811 -3.698046  -0.325
C27 1.646170 -5.189036 -2.706958  -0.779
C28 0.407688 -4.457634 -3.208169  -0.356
O10 0.682970 -3.205748 -3.795036  -0.307
C29 0.991834 -3.220578 -5.172080  -0.679
H57 4.451847 -4.487995 -7.364614  0.248
H58 4.672552 -4.744493 -5.622708  0.307
H59 5.285560 -5.944190 -6.784557  0.344
H60 4.087395 -7.221158 -5.260076  0.411
H61 2.766743 -7.850534 -6.261528  0.389
H62 1.947665 -7.602206 -4.014414  0.335
H63 1.160325 -6.418434 -5.070267  0.209
H64 2.918380 -4.864875 -4.250872  0.122
H65 2.171840 -4.513931 -2.028054  0.420
H66 1.323654 -6.049539 -2.111238  0.391
H67 -0.217157 -4.250163 -2.335071  0.108
H68 -0.197178 -5.074817 -3.885436  0.407
H69 0.477592 -4.034794 -5.691860  0.306
H70 2.068451 -3.307243 -5.356401  0.216
H71 0.657172 -2.271720 -5.590158  0.289

Cartesian forces (eV/Å) of the 2 atoms listed first:
C 0.09 -0.12 -0.29
C -0.03 -0.15 0.01

| no. | HOMO (eV) |
| --- | --- |
| 1 | -8.51 |
| 2 | 0.93 |